Entry 1:
CH2N4O | wB97M-V/def2-TZVPD

HOMO	-9.0	eV
max |F|	1.559	eV/A
orbital gap	8.5	eV

Geometry (Å):
N -1.50963 -0.03365 -0.17577
C -0.24134 0.24211 -0.28625
N 0.73626 0.92606 -0.88653
O 1.88748 0.45397 -0.21874
N 1.61662 -0.44003 0.70826
N 0.35901 -0.56676 0.67323
H -2.19158 0.39636 -0.76693
H -0.65682 -0.97806 0.95272



Entry 2:
CH2N4O | wB97M-V/def2-TZVPD

HOMO	-9.9	eV
max |F|	6.191	eV/A
SMILES string	[H]/N=c1/nno[nH]1
orbital gap	9.9	eV

Geometry (Å):
H 2.41352 -0.57498 0.21732
N 1.95972 0.23416 0.61679
C 0.72173 -0.08215 0.35878
N -0.39248 0.85422 0.84244
N -1.37531 0.55508 0.04630
O -1.12669 -0.35937 -0.83451
N 0.10965 -0.82621 -0.78230
H 0.15856 -1.77786 -0.75648



Entry 3:
CH2N4O | wB97M-V/def2-TZVPD

HOMO	-10.3	eV
max |F|	6.035	eV/A
SMILES string	Oc1nn[nH]n1
orbital gap	10.7	eV

Geometry (Å):
O 1.97139 -0.14197 -0.12107
C 0.64974 -0.09762 -0.14285
N -0.01871 1.03835 -0.09051
N -1.22307 0.83896 -0.05411
N -1.37776 -0.51018 -0.11701
N -0.15911 -1.06358 -0.00576
H 2.37717 0.80368 0.43693
H -2.21965 -0.86765 0.09437